{"formula": "C28H38N2O6", "method": "the ωB97M-V functional and the def2-TZVPD basis", "homo_lumo_gap_ev": 8.7, "e_homo_ha": -0.3522, "multiplicity": 1, "lumo_ev": -0.8, "elements": ["O", "C", "N", "H", "C", "C", "C", "C", "C", "C", "C", "C", "H", "H", "C", "H", "H", "H", "H", "H", "C", "H", "H", "H", "H", "H", "H", "H", "H", "C", "H", "H", "O", "C", "O", "C", "C", "C", "O", "O", "C", "C", "O", "N", "H", "C", "C", "C", "C", "C", "C", "C", "C", "H", "H", "C", "H", "H", "H", "H", "H", "C", "H", "H", "H", "H", "H", "H", "H", "H", "H", "H", "H", "H"], "positions_angstrom": [[3.18, -2.61, -4.55], [2.45, -2.51, -3.60], [1.13, -2.75, -3.59], [0.63, -2.66, -2.72], [0.34, -3.12, -4.77], [-1.12, -3.27, -4.33], [-1.98, -3.65, -5.53], [-1.87, -2.57, -6.60], [-0.42, -2.42, -7.04], [0.08, -3.75, -7.61], [-0.03, -4.83, -6.54], [0.83, -4.45, -5.34], [1.88, -4.35, -5.64], [0.78, -5.23, -4.57], [-1.48, -4.98, -6.11], [-2.10, -5.27, -6.96], [-1.57, -5.77, -5.35], [0.33, -5.79, -6.95], [1.12, -3.65, -7.93], [-0.52, -4.02, -8.49], [0.44, -2.03, -5.84], [1.49, -1.92, -6.14], [0.11, -1.08, -5.42], [-0.34, -1.64, -7.80], [-2.50, -2.83, -7.46], [-2.24, -1.62, -6.20], [-3.02, -3.75, -5.21], [-1.19, -4.03, -3.55], [-1.47, -2.32, -3.90], [2.99, -2.10, -2.21], [2.70, -2.86, -1.46], [4.08, -2.02, -2.27], [2.53, -0.82, -1.80], [1.35, -0.73, -1.19], [0.60, -1.67, -1.00], [1.07, 0.66, -0.78], [-0.05, 0.98, -0.13], [-0.33, 2.37, 0.29], [0.38, 3.32, 0.09], [-1.51, 2.43, 0.94], [-1.92, 3.70, 1.43], [-1.50, 3.98, 2.88], [-1.66, 5.07, 3.36], [-0.97, 2.92, 3.51], [-0.92, 2.04, 3.00], [-0.45, 2.91, 4.88], [0.09, 1.51, 5.17], [0.65, 1.47, 6.60], [1.78, 2.49, 6.73], [1.24, 3.89, 6.43], [0.13, 4.23, 7.42], [-1.00, 3.21, 7.29], [-1.56, 3.25, 5.87], [-1.95, 4.25, 5.64], [-2.38, 2.54, 5.77], [-0.46, 1.81, 7.59], [-0.07, 1.77, 8.61], [-1.27, 1.08, 7.51], [-1.80, 3.46, 8.00], [-0.25, 5.24, 7.21], [0.52, 4.22, 8.44], [0.69, 3.93, 5.01], [0.30, 4.93, 4.78], [1.47, 3.70, 4.29], [2.05, 4.62, 6.52], [2.19, 2.46, 7.74], [2.58, 2.24, 6.03], [1.03, 0.47, 6.81], [-0.71, 0.78, 5.07], [0.88, 1.26, 4.46], [-3.01, 3.73, 1.37], [-1.50, 4.50, 0.81], [-0.79, 0.23, 0.12], [1.81, 1.41, -1.03]], "nbo_charge": [-0.618, 0.656, -0.637, 0.429, 0.147, -0.410, -0.205, -0.402, -0.220, -0.400, -0.220, -0.418, 0.236, 0.204, -0.403, 0.206, 0.204, 0.213, 0.210, 0.204, -0.418, 0.236, 0.203, 0.213, 0.206, 0.204, 0.211, 0.208, 0.208, -0.167, 0.207, 0.223, -0.472, 0.760, -0.618, -0.225, -0.232, 0.745, -0.566, -0.506, -0.177, 0.665, -0.626, -0.624, 0.406, 0.149, -0.409, -0.217, -0.399, -0.220, -0.400, -0.220, -0.418, 0.238, 0.203, -0.399, 0.207, 0.204, 0.213, 0.211, 0.205, -0.419, 0.238, 0.207, 0.214, 0.207, 0.204, 0.213, 0.206, 0.206, 0.219, 0.236, 0.239, 0.245]}